1.
Below is 2 unconnected molecules or ions with the total composition C44H50N5O at a distorted geometry, with properties calculated with wB97M-V/def2-TZVPD.

The geometry in XYZ format:
```
100
Properties=species:S:1:pos:R:3:forces:R:3
O -1.424533 -1.667944 -1.610006 -1.0 -2.7 1.2
N 0.642555 -1.418701 -3.475254 0.6 -0.2 0.2
N 5.119071 -4.204479 1.901983 0.1 0.0 0.1
N 2.527416 5.195506 2.096173 -0.2 0.3 0.4
N -6.789958 -1.178683 1.916575 0.6 0.1 0.1
N 0.533438 0.774617 -3.464791 0.5 1.0 -0.2
C 4.889473 -5.468817 2.560789 -0.2 -0.1 -0.3
C -0.040890 -0.346789 -2.919398 -2.7 -0.3 1.2
C 1.702356 0.430185 -4.133960 0.1 0.8 -0.4
C -2.319516 2.943021 -0.889080 0.0 0.0 0.0
C 2.611309 1.664826 1.007510 0.1 -0.1 0.3
C 2.781542 -1.603895 -4.862115 -0.2 0.3 0.2
C -3.397344 0.695654 -2.177596 0.3 0.1 0.1
C -4.462876 -1.717535 2.396044 0.6 -0.1 0.1
C 3.394946 -0.962154 2.095329 -0.1 0.0 -0.2
C 0.630154 2.039445 2.355679 -0.3 0.0 -0.3
C -1.371479 0.144905 1.358493 -0.9 0.6 1.2
C 3.035386 2.962974 1.254551 -0.5 -0.1 0.2
C -4.195428 1.800332 -1.914812 -0.2 0.0 0.1
C 1.931522 6.228213 1.266496 -0.1 -0.1 0.2
C -3.756221 0.826155 1.488696 -0.1 -0.1 -0.4
C 4.399734 -1.906749 2.170409 -0.3 -0.3 -0.3
C -1.156034 -0.431295 -2.042537 2.3 1.7 -2.5
C 2.147485 -1.247814 1.474676 0.2 -0.1 0.1
C -5.481253 -0.811828 1.968000 -0.3 0.0 -0.4
C 3.785756 5.567992 2.714242 -0.1 -0.2 -0.3
C 1.069069 -0.266953 1.472532 -0.6 -0.2 -0.3
C 2.876522 -3.558906 1.200773 0.0 0.4 0.0
C 1.415152 1.151078 1.587379 0.4 0.4 0.2
C -3.121619 -1.367425 2.315006 -0.7 0.0 -0.4
C 1.952125 -2.552824 0.958685 0.1 -0.2 0.6
C -3.666329 2.924411 -1.271667 0.3 0.1 -0.2
C 2.173549 3.855445 1.937805 -0.2 -0.2 -0.5
C 0.190641 -2.785906 -3.527693 0.0 -0.2 0.0
C 4.137679 -3.241173 1.767534 0.0 0.3 -0.1
C 6.427101 -4.068906 1.290364 0.1 0.2 0.2
C -2.048555 0.695634 -1.773202 0.2 0.2 0.4
C 0.928144 3.391401 2.426364 0.6 0.2 -0.1
C -2.733383 -0.125961 1.730042 0.6 -0.5 0.2
C 0.022666 2.123612 -3.513787 0.1 -0.1 -0.2
C -7.291486 -2.411184 2.487839 -0.2 -0.3 -0.1
C -7.835492 -0.385498 1.300651 -0.3 0.2 0.0
C -1.530060 1.809443 -1.085911 -0.4 0.1 -0.1
C 3.771584 -0.806635 -5.467287 -0.3 0.4 0.1
C 2.651995 1.244048 -4.751163 -0.1 -0.4 0.2
C 1.760581 -0.949562 -4.171563 0.3 -0.6 -0.3
C -2.671486 -2.125070 -1.040855 0.8 0.4 -0.4
C -5.089087 0.490957 1.556187 0.4 0.2 0.1
C -0.285905 -0.705437 1.443855 1.0 -0.3 -0.3
C 3.709497 0.598974 -5.410296 -0.2 -0.5 0.1
H 3.906792 -5.479051 3.042670 0.2 0.0 -0.1
H 6.590227 -4.900482 0.583869 0.0 0.3 0.1
H 2.671111 -4.589554 0.901502 0.2 0.4 -0.1
H 4.004224 3.324847 0.885155 -0.6 -0.2 0.1
H 1.047982 5.836591 0.747014 0.2 0.2 0.2
H 4.183810 4.719247 3.284729 -0.1 0.3 -0.1
H -2.882736 -3.085848 -1.521842 -0.1 0.2 0.1
H -0.449840 -1.787961 1.450485 0.0 0.5 0.3
H -7.458296 0.421187 0.668160 0.0 -0.3 0.2
H -4.296287 3.793459 -1.090281 0.1 -0.2 -0.1
H -0.222592 1.651941 2.920311 0.3 0.2 -0.2
H 3.573113 0.011849 2.557879 -0.2 -0.4 -0.2
H -8.278707 -2.188747 2.923826 0.4 -0.3 0.0
H -3.498527 -1.420231 -1.182758 0.2 -0.3 0.1
H 3.232736 1.021865 0.378521 -0.3 0.1 0.2
H -1.065903 2.122632 -3.630341 0.3 0.1 0.1
H 2.788000 -2.692887 -4.914003 0.2 0.3 -0.1
H 0.766822 -3.279820 -4.317124 -0.2 0.0 0.2
H 2.555652 2.328422 -4.693432 0.2 -0.3 -0.1
H 4.486761 1.190869 -5.887088 -0.1 -0.1 0.1
H 0.368307 -3.290672 -2.570823 -0.1 -0.1 -0.3
H -3.475066 1.838552 1.192771 -0.1 -0.4 -0.1
H -0.503777 1.741202 -0.701436 -0.4 0.2 -0.4
H -1.187875 1.183336 1.096640 0.0 -0.3 0.0
H -2.509264 -2.279496 0.029783 -0.1 0.0 -0.2
H -8.488212 0.039800 2.078150 0.1 0.0 -0.2
H 3.600347 6.412112 3.393805 0.2 -0.2 -0.1
H 0.318969 2.683508 -2.623497 -0.2 0.2 -0.1
H -3.796298 -0.174691 -2.708587 0.1 0.5 0.1
H 2.660354 6.590027 0.522333 -0.2 -0.1 0.0
H 0.470517 2.601158 -4.389962 -0.2 0.0 0.1
H -2.344903 -2.055339 2.664415 -0.4 0.1 -0.2
H 6.493365 -3.118624 0.746361 0.0 -0.3 0.2
H -5.245657 1.775905 -2.218884 0.3 0.1 0.1
H -0.878778 -2.832729 -3.781604 0.4 0.0 0.1
H 4.517272 5.883618 1.953665 0.1 0.0 0.2
H 7.220015 -4.116902 2.053140 -0.1 0.1 -0.2
H -5.838203 1.223444 1.257202 0.3 -0.2 0.3
H 1.060910 -2.772925 0.371538 0.1 0.0 0.2
H 4.956406 -6.294428 1.839404 -0.1 -0.1 0.2
H -4.743659 -2.721911 2.723847 0.2 0.5 0.0
H 5.665104 -5.624476 3.324511 -0.2 0.0 -0.1
H -1.884845 3.834549 -0.421227 -0.3 -0.4 -0.1
H -6.625946 -2.803444 3.263219 -0.3 0.2 -0.2
H -7.423779 -3.174176 1.701475 0.0 0.1 0.3
H 5.372096 -1.649963 2.600664 -0.4 -0.2 -0.1
H 0.252332 4.101352 2.919489 0.4 -0.4 0.0
H -8.457952 -1.044751 0.681094 0.2 0.1 0.1
H 4.599718 -1.277672 -5.994700 -0.2 0.1 0.1
H 1.644613 7.084652 1.892232 -0.1 -0.1 -0.2
```
Positions in Å, forces in eV/Å.

Computed properties:
**LUMO energy**: -4.166 eV
**HOMO**: -7.826 eV
**Net charge**: +1
**Kohn-Sham gap**: 3.659 eV

These are the Löwdin partial charges, in e, on atoms 1 to 8: -0.138, -0.021, -0.229, -0.243, -0.178, -0.022, -0.064, -0.115

2.
Below is a molecular structure, C34H30GeN6O7RbS, with properties calculated with wB97M-V/def2-TZVPD.

The geometry in XYZ format:
```
80
Properties=species:S:1:pos:R:3:forces:R:3
Rb 1.304546 -2.081936 -0.104696 -0.5 -0.4 0.7
Ge 0.955053 1.232064 -1.907416 0.2 -0.2 -0.5
S -0.322459 -5.071835 0.378377 -0.1 0.3 0.0
O 8.351251 0.824894 -2.541089 -0.1 0.0 0.0
O 2.749392 -2.426881 -2.433756 0.1 0.0 -0.4
O 7.482847 -0.716248 -3.924188 0.0 0.1 0.0
O 5.388000 3.210180 0.431399 0.1 0.1 0.0
O 2.355793 0.887874 -0.645409 0.2 -0.3 0.3
O 1.476494 -0.616517 -2.568484 0.1 0.0 0.2
O 3.914169 1.970878 1.374818 0.0 -0.1 0.1
N 0.468772 -0.312788 2.189180 0.0 -0.1 -0.1
N 7.367601 0.120055 -2.963213 0.2 -0.1 0.0
N -1.238905 -2.427889 1.695003 0.0 -0.2 0.1
N -2.961789 -5.168106 0.284055 0.2 -0.1 0.1
N 4.676293 2.221815 0.459564 -0.2 -0.1 -0.4
N -2.213676 -3.366662 1.451543 0.2 0.1 -0.1
C -4.352410 -5.772187 2.251705 0.0 0.0 0.1
C 0.052812 1.276659 4.412701 0.0 0.0 0.0
C 4.742176 1.282878 -0.675344 0.1 0.3 0.2
C -1.878037 -4.419000 0.751783 -0.1 0.0 0.0
C 1.924888 2.356096 -3.163333 0.1 0.1 -0.1
C -3.210975 0.531303 -4.199257 0.0 0.0 0.0
C -1.710628 0.845392 0.176984 0.1 0.0 0.0
C -1.325389 -0.462577 -3.073008 0.0 0.0 -0.1
C -0.970588 4.341695 1.228751 -0.1 0.0 0.0
C 1.149572 0.815738 2.359629 0.0 -0.1 0.0
C -2.655668 1.785888 -4.000426 0.1 0.0 0.0
C -2.156980 -2.377541 3.971354 -0.1 0.0 0.1
C -0.433881 -0.678040 3.107295 -0.1 -0.1 -0.1
C 3.592737 0.607646 -1.112156 -0.2 0.2 0.0
C -0.752132 0.790484 -2.852088 -0.2 0.1 -0.1
C -1.444946 1.905577 -3.326455 -0.1 0.0 0.0
C -3.408156 1.578545 1.713842 0.0 -0.1 0.0
C 0.735321 3.612832 -0.305385 0.0 0.0 0.1
C -1.065262 2.110532 0.231548 0.1 -0.1 0.0
C 5.035182 -0.530176 -2.727035 0.0 0.0 0.0
C 5.980034 1.144721 -1.273275 0.0 -0.1 0.0
C 3.802499 -0.330017 -2.135526 0.0 -0.1 0.0
C 0.975557 1.651657 3.457130 0.0 0.0 -0.1
C 2.633367 -1.208099 -2.437289 0.1 0.2 -0.3
C -2.807779 2.798379 1.814364 0.1 0.0 0.0
C 6.142507 0.250093 -2.341923 -0.1 0.0 0.1
C -1.624001 3.091337 1.087367 0.0 0.1 0.1
C -0.658738 0.097229 4.242130 0.0 0.1 0.1
C 0.187201 4.593109 0.558905 0.1 -0.1 -0.1
C -1.264076 -1.898074 2.862029 0.1 0.2 -0.1
C -4.266963 -5.060082 0.905104 0.1 0.0 -0.1
C 0.139998 2.391928 -0.493879 -0.3 0.1 0.1
C -2.843531 0.579867 0.886547 -0.1 0.1 0.1
C -2.542694 -0.592080 -3.728954 0.0 0.0 0.0
H 0.694274 5.543331 0.681320 0.0 0.0 0.0
H -3.216653 3.562582 2.467523 0.0 0.0 0.0
H -3.286667 -0.407125 0.832510 0.0 0.0 0.0
H 2.906176 2.615544 -2.765699 0.0 0.0 0.0
H -3.167464 2.672571 -4.357739 0.0 0.0 0.0
H -1.404076 5.085609 1.889418 0.0 0.0 0.0
H 6.831423 1.701958 -0.917800 0.0 0.0 0.0
H -4.248822 -6.853774 2.133278 0.0 0.0 0.0
H -1.045066 2.900334 -3.150583 0.0 0.0 0.0
H 1.553210 2.562536 3.534621 0.0 0.0 0.0
H -5.007356 -5.465451 0.209296 0.0 0.0 0.0
H -2.968474 -1.578023 -3.873895 0.0 0.0 0.0
H -0.817124 -1.359002 -2.741815 0.0 0.0 0.0
H -2.657538 -6.104159 0.062071 -0.1 0.0 -0.1
H -3.549082 -5.425161 2.902779 0.0 0.0 0.0
H -3.017562 -1.714012 4.108425 0.0 0.0 0.0
H -4.157850 0.428196 -4.716703 0.0 0.0 0.0
H -1.612722 -2.412081 4.917562 0.0 0.0 0.0
H -5.307402 -5.574009 2.746559 0.0 0.0 0.0
H 2.058719 1.799125 -4.090223 0.0 0.0 0.0
H -4.482786 -4.001602 1.033067 0.0 0.0 0.0
H 1.664427 3.840746 -0.817427 0.0 0.0 0.0
H 1.374505 3.273341 -3.377030 0.0 0.0 0.0
H -0.125229 1.895366 5.284816 0.0 0.0 0.0
H -1.397498 -0.203626 4.970817 0.0 0.0 0.0
H 5.169311 -1.287511 -3.484665 0.0 0.0 0.0
H -4.305715 1.362747 2.281910 0.0 0.0 0.0
H -2.531163 -3.367472 3.730013 0.0 0.0 0.0
H 1.858230 1.062773 1.579332 0.0 0.0 0.0
H -1.278426 0.055638 -0.421260 0.0 0.0 0.0
```
Positions in Å, forces in eV/Å.

Computed properties:
**LUMO energy (spin up / spin down)**: 3.755 / 3.753 eV
**Spin multiplicity**: 2
**HOMO (spin up / spin down)**: -0.327 / -2.962 eV
**Net charge**: -2
**Kohn-Sham gap (spin up / spin down)**: 4.082 / 6.715 eV
**⟨S²⟩**: 0.77

These are the Löwdin partial charges, in e, on atoms 1 to 8: 0.858, 0.867, 0.383, -0.138, -0.027, -0.130, 0.055, -0.226

3.
Below is a gas-phase ion, C9H15N4O2 (charge +1) at a distorted geometry, with properties calculated with wB97M-V/def2-TZVPD.

The geometry in XYZ format:
```
30
Properties=species:S:1:pos:R:3:forces:R:3
O -0.894268 -1.928383 1.263391 -1.4 -0.5 2.7
O -0.326967 0.171026 -1.636714 -2.7 -1.4 0.8
N 1.049466 0.866026 0.921981 2.5 -0.4 2.2
N -4.173185 0.449701 0.906388 0.2 -1.4 0.8
N -2.989925 -0.276740 0.832149 -0.1 0.6 0.1
N -2.921467 1.132576 -0.745643 -1.2 3.1 -3.7
C 0.380997 -2.579653 -0.644531 -1.3 -1.1 0.3
C 3.432539 0.393197 1.111539 0.2 1.5 -0.2
C 1.204700 1.538365 -0.342149 0.1 -1.5 -0.7
C 2.050623 0.368714 1.629034 -1.6 1.0 -1.8
C -0.978410 -0.393968 -0.502582 -0.5 -0.1 -0.1
C 0.980947 0.426078 -1.403099 2.1 1.9 -3.0
C -2.235383 0.143489 -0.181737 1.7 -0.5 -0.1
C -4.136882 1.220662 -0.112131 3.2 -2.6 2.0
C -0.602658 -1.644120 0.139547 2.8 0.7 -3.8
H 1.813011 -0.259850 2.466290 -0.4 -0.1 0.4
H -4.890693 1.828005 -0.299311 -3.1 2.9 -1.3
H 0.115490 0.516732 1.052862 -0.8 -0.2 0.6
H -2.788910 1.758392 -1.621472 0.5 -2.1 2.1
H 1.554668 -0.521175 -1.309205 0.1 0.8 0.4
H 0.026736 -3.640192 -0.425551 0.6 1.3 -0.1
H 1.438698 -2.494131 -0.364931 -0.3 0.0 0.3
H 3.769588 1.397975 0.644006 -0.5 -1.8 0.9
H 0.430394 2.276499 -0.516724 0.0 0.2 0.3
H 0.305902 -2.461483 -1.724019 0.0 0.2 0.0
H 3.274271 -0.339972 0.321207 0.8 -0.2 -0.5
H 2.198566 1.952778 -0.416272 0.0 0.3 -0.1
H 1.251962 0.930940 -2.399971 0.4 -0.9 1.3
H 4.143294 0.008314 1.842940 0.0 0.2 -0.2
H -2.483117 -0.839816 1.514701 -1.0 -0.3 0.5
```
Positions in Å, forces in eV/Å.

Computed properties:
**LUMO energy**: -4.238 eV
**HOMO**: -11.095 eV
**Net charge**: +1
**Kohn-Sham gap**: 6.858 eV
**SMILES**: C/C=[NH+]\CCO/C(C(C)=O)=C1\NC=NN1

These are the natural (NBO) partial charges, in e, on atoms 1 to 8: -0.629, -0.499, -0.425, -0.203, -0.385, -0.548, -0.732, -0.706

Q: Which formula does entry 1 have?
A: C44H50N5O

Q: What is the net charge in the second record?
A: -2